(1)
{
  "formula": "C4H4O2",
  "method": "ωB97M-V/def2-TZVPD",
  "symbols": ["C", "C", "C", "C", "O", "O", "H", "H", "H", "H"],
  "coordinates": [[1.669, 0.209, -0.093], [-0.991, -0.441, -0.521], [-0.928, 0.552, 0.526], [0.573, -0.647, -0.534], [2.452, 1.073, -0.099], [1.381, -0.865, 0.653], [-1.340, -1.450, -0.089], [-1.244, -0.290, -1.471], [-0.736, 1.505, 0.124], [-0.836, 0.354, 1.503]],
  "atomic_forces_ev_per_a": [[-1.4338, -1.1576, -0.9264], [1.4970, -4.1452, 5.7642], [-0.2837, 0.4553, -5.0127], [-0.0623, 2.1084, 0.4146], [0.9306, 1.0346, 0.0727], [0.3667, -1.2727, 0.8843], [0.0287, 1.4312, -1.1180], [-1.4698, 1.0331, -3.5312], [0.0927, 1.3793, 0.2257], [0.3340, -0.8663, 3.2268]],
  "mol_weight_da": 84.07,
  "relative_energy_kj_mol": 464.8,
  "lumo_ev": [-0.286, -0.512],
  "homo_energy_ev": [-9.0, -8.9],
  "spin_multiplicity": 1
}

=====

(2)
{
  "formula": "CH2N2S3",
  "method": "ωB97M-V/def2-TZVPD",
  "symbols": ["C", "N", "N", "S", "S", "S", "H", "H"],
  "coordinates": [[-0.558, 1.087, 0.162], [-1.157, -0.011, 0.011], [-0.524, -1.228, -0.031], [1.214, 1.660, 0.411], [1.073, -1.396, 0.531], [2.135, 0.078, -0.499], [-1.183, 1.848, -0.018], [-0.999, -2.039, -0.567]],
  "atomic_forces_ev_per_a": [[3.1763, -1.2222, 0.5392], [0.1938, -1.9885, -0.9346], [0.1541, -1.0394, -0.2303], [-1.8000, -0.5653, -0.0872], [-0.4977, -0.2177, -0.2305], [-0.2630, -0.6167, -0.1760], [-2.0232, 3.2372, -0.1061], [1.0597, 2.4126, 1.2255]],
  "smiles": "c1n[nH]sss1",
  "mol_weight_da": 138.24,
  "relative_energy_kj_mol": 4.2,
  "lumo_ev": 0.271,
  "homo_energy_ev": -8.7,
  "spin_multiplicity": 1
}

=====

(3)
{
  "formula": "C30H50N7O13S2",
  "method": "ωB97M-V/def2-TZVPD",
  "symbols": ["C", "C", "C", "O", "H", "H", "H", "H", "H", "H", "H", "O", "C", "N", "C", "H", "H", "H", "H", "H", "O", "C", "N", "C", "H", "H", "H", "H", "H", "O", "C", "N", "C", "H", "H", "H", "H", "H", "O", "C", "N", "C", "H", "H", "H", "H", "H", "N", "C", "C", "C", "C", "C", "H", "H", "H", "H", "H", "N", "C", "C", "C", "C", "C", "H", "H", "H", "H", "H", "N", "C", "C", "C", "C", "C", "H", "H", "H", "H", "H", "C", "C", "O", "S", "O", "O", "O", "H", "H", "H", "H", "C", "C", "O", "S", "O", "O", "O", "H", "H", "H", "H"],
  "coordinates": [[-0.726, 1.695, 0.268], [0.227, 0.526, 0.084], [0.098, -0.305, 1.367], [0.032, -0.106, -1.116], [-1.766, 1.373, 0.216], [-0.571, 2.539, -0.405], [-0.711, 2.187, 1.241], [1.198, 1.016, 0.166], [-0.831, -0.874, 1.327], [-0.182, 0.394, 2.155], [0.875, -1.013, 1.658], [-4.133, 1.032, -4.023], [-3.128, 1.139, -3.282], [-2.265, 0.114, -3.051], [-2.782, 2.500, -2.774], [-2.392, -0.764, -3.533], [-1.729, 0.084, -2.195], [-1.803, 2.463, -2.295], [-3.618, 2.861, -2.174], [-2.884, 3.144, -3.647], [3.341, 3.106, 3.961], [2.616, 3.278, 2.967], [2.807, 2.615, 1.819], [1.642, 4.423, 2.854], [3.460, 1.845, 1.834], [2.255, 2.826, 1.000], [2.066, 5.235, 3.445], [0.856, 4.011, 3.486], [1.280, 4.714, 1.868], [2.088, -4.363, -3.343], [1.614, -3.284, -3.266], [1.904, -2.291, -2.346], [0.386, -2.904, -4.148], [1.102, -1.690, -2.216], [2.297, -2.672, -1.497], [0.003, -1.884, -4.113], [-0.326, -3.716, -4.296], [0.666, -3.230, -5.150], [-3.401, -2.647, -3.053], [-2.990, -3.091, -1.993], [-1.809, -2.774, -1.527], [-3.831, -4.059, -1.159], [-1.289, -2.054, -2.009], [-1.668, -2.876, -0.532], [-4.527, -3.526, -0.510], [-3.192, -4.669, -0.521], [-4.230, -4.818, -1.831], [4.996, 1.480, -1.151], [5.584, 1.631, 0.051], [5.281, 0.793, 1.152], [4.303, -0.156, 0.939], [3.588, -0.287, -0.241], [4.018, 0.558, -1.214], [6.448, 2.277, 0.014], [5.825, 0.829, 2.084], [3.861, -0.716, 1.749], [2.782, -0.989, -0.395], [3.627, 0.445, -2.215], [-5.567, 0.424, -0.791], [-6.066, 1.649, -0.622], [-5.537, 2.611, 0.240], [-4.599, 2.281, 1.205], [-4.169, 0.973, 1.160], [-4.653, 0.074, 0.165], [-6.757, 1.918, -1.407], [-5.898, 3.627, 0.313], [-4.132, 3.042, 1.812], [-3.585, 0.523, 1.948], [-4.426, -0.978, 0.252], [2.475, -4.058, 0.121], [1.293, -3.577, 0.618], [0.623, -4.228, 1.695], [1.213, -5.232, 2.398], [2.445, -5.686, 1.951], [3.046, -5.141, 0.801], [1.007, -2.612, 0.225], [-0.369, -3.854, 1.902], [0.635, -5.616, 3.225], [3.087, -6.450, 2.362], [4.051, -5.366, 0.477], [0.291, 0.106, 5.159], [0.234, 0.188, 6.657], [-1.090, 0.707, 6.951], [-1.487, 1.867, 6.031], [-0.841, 3.124, 6.439], [-2.926, 1.891, 5.832], [-0.630, 1.168, 4.640], [0.012, -0.885, 4.799], [1.252, 0.519, 4.852], [0.858, 1.017, 6.992], [0.341, -0.782, 7.143], [1.357, 2.245, -2.997], [1.164, 1.123, -4.078], [0.957, 1.747, -5.307], [1.263, 3.379, -5.258], [0.084, 4.264, -5.325], [2.200, 3.771, -6.285], [2.030, 3.241, -3.834], [1.975, 1.972, -2.141], [0.373, 2.486, -2.594], [0.150, 0.738, -3.973], [1.980, 0.417, -4.237]],
  "atomic_forces_ev_per_a": [[-1.2994, 1.3835, -0.3541], [-0.1596, -0.2385, 1.6201], [-1.1965, -0.3975, 0.0701], [0.5115, 0.4654, 0.6127], [-0.0397, -0.1337, -0.4404], [-0.0052, -0.3182, -0.4742], [0.6893, -0.4514, 0.2993], [0.7047, -0.0906, -0.8395], [-0.1546, -0.3961, -0.3828], [0.8112, -0.0863, 0.3446], [0.2734, 0.4133, -0.1512], [2.2257, -0.1928, 1.4902], [-2.7795, -0.1010, -2.3844], [0.4858, 0.0462, 0.1184], [-0.4500, -0.2832, 0.0097], [-0.6889, -0.1257, 0.1832], [-0.0102, 0.2811, -0.2804], [-0.2117, 0.7052, 0.0809], [0.3163, -0.1514, 0.6520], [0.7752, 0.0500, -0.0536], [-1.5370, -0.3076, -1.0855], [2.1199, 1.5599, 0.3832], [-0.2809, -0.9520, -0.3469], [-0.1131, -0.6474, 1.5938], [-0.1324, 0.1566, -0.3124], [0.2880, -0.1068, 0.2111], [-0.1000, 0.1753, -0.3666], [-0.7698, 0.4778, -0.1341], [0.1847, -0.1499, 0.1344], [1.5837, -1.5649, 0.0483], [-3.5416, 1.7447, -0.2884], [0.0646, -0.2437, -0.2866], [1.2812, -1.2113, -1.1347], [0.2406, 0.1432, 0.1900], [0.4223, -0.1326, 0.1064], [-0.0877, -0.2725, -0.0769], [-0.9252, 0.0692, 1.8984], [1.0687, 1.3670, -0.7723], [0.0821, -0.2486, -0.1483], [-2.9292, -0.5943, -1.2217], [2.2978, 0.6421, 1.6435], [1.1828, -0.4131, -0.0298], [-0.0326, -0.1640, 0.1771], [0.3548, -0.0463, -0.2291], [-0.3393, -0.1593, -0.4466], [0.2432, 0.2164, 0.3287], [-0.7271, 0.5511, -0.0082], [-0.3246, -0.2146, 1.5093], [0.2510, -1.3745, -0.6352], [0.3718, 0.2769, -1.2815], [-1.5536, -0.4477, 1.2282], [0.8861, 0.6185, 0.5819], [0.3299, 0.5493, -2.2835], [-0.1175, 0.4002, 0.4888], [-0.0545, 0.2332, 0.0374], [0.6914, -0.3844, 0.5198], [0.2070, 0.0056, 0.1013], [-0.2981, 0.0258, -0.2154], [0.9292, -0.3874, 2.1966], [1.0306, 0.4610, -1.3235], [-0.4730, 0.3638, 0.9602], [0.2566, -0.2752, -1.4134], [-0.4278, -2.0088, -0.4035], [-1.0735, 1.5190, 0.3242], [-0.4032, 0.2727, 0.1936], [-0.3803, 0.0362, -0.5997], [-0.2420, -0.1060, 0.3988], [0.4392, 0.1869, 0.0410], [0.3847, -0.0963, -0.3347], [-0.5627, -0.6086, 2.0286], [2.0720, -2.2448, 0.5905], [-0.0550, 2.1349, -1.8655], [-0.1493, -0.4951, -0.1939], [1.6678, -0.0498, -1.3361], [-2.1771, 2.6833, -0.1464], [-0.6175, -0.2081, -0.2897], [-0.0764, -0.0217, 0.5042], [0.4369, -0.4343, 0.1933], [-0.5561, -0.2284, 0.7353], [-0.1373, -0.4886, -0.1116], [-0.4827, 1.9179, -0.7763], [-0.4826, 1.2182, 0.2830], [-0.4847, -1.4799, 1.1020], [-0.1706, 2.4466, -1.8339], [-0.8502, -2.7722, -1.1401], [2.4880, -0.4872, -0.0317], [-0.9308, 0.0625, 2.4325], [-0.0066, 0.3026, -0.3928], [0.2267, -0.9041, -0.3181], [0.6957, -0.6787, 0.3359], [0.0795, 0.4357, 0.2128], [0.3991, -1.0852, -1.7091], [-1.2960, -0.1559, 1.1513], [0.1493, 3.4138, -1.7616], [-0.3374, 1.4931, -2.2032], [1.5928, -2.8090, 1.7010], [-0.1272, -1.3436, 1.5094], [-1.2456, 0.8060, 0.6396], [0.3964, 0.1515, -0.4961], [0.0360, 0.8444, -0.3962], [0.4680, -1.2275, 0.9462], [-0.0880, -0.1090, 0.5985]],
  "mol_weight_da": 780.90,
  "lumo_ev": [-0.419, -3.751],
  "s2": 0.754,
  "homo_energy_ev": [-9.3, -9.3],
  "spin_multiplicity": 2
}

=====

(4)
{
  "formula": "C3H10N2O3",
  "method": "ωB97M-V/def2-TZVPD",
  "symbols": ["C", "O", "C", "N", "H", "H", "H", "H", "H", "H", "H", "H", "N", "C", "O", "O", "H", "H"],
  "coordinates": [[0.891, 1.644, 0.095], [1.399, 1.375, 1.375], [-0.617, 1.491, 0.063], [-1.090, 0.922, -1.232], [1.345, 0.967, -0.640], [1.210, 2.656, -0.145], [1.089, 0.491, 1.603], [-0.882, 0.782, 0.844], [-1.150, 2.403, 0.315], [-0.725, -0.482, -1.036], [-0.573, 1.298, -2.016], [-2.047, 1.162, -1.391], [0.423, -3.131, 0.425], [0.065, -1.812, 0.327], [-0.382, -1.474, -0.853], [0.210, -1.048, 1.262], [0.270, -3.743, -0.336], [0.564, -3.502, 1.339]],
  "atomic_forces_ev_per_a": [[0.2932, -0.0617, 0.1585], [0.2105, 0.5460, 0.1795], [-0.6257, -0.0726, -0.0695], [0.5490, 0.3776, 0.2904], [-0.0655, -0.0463, -0.1397], [-0.0482, 0.1020, -0.1632], [-0.0124, -0.3250, 0.0545], [-0.0080, -0.0570, -0.1192], [0.1103, 0.3845, -0.1767], [0.2573, -0.3964, 0.4413], [0.1534, 0.1575, -0.0375], [-0.6272, -0.0289, -0.0486], [-0.0986, 0.7903, 0.1683], [0.3060, -0.4278, -0.2970], [-0.2383, -0.5540, -0.7823], [-0.0627, 0.1035, 0.8810], [-0.2350, -0.4424, -0.5439], [0.1418, -0.0495, 0.2040]],
  "smiles": "NC(=O)O.NCCO",
  "mol_weight_da": 122.12,
  "relative_energy_kj_mol": 0.0,
  "lumo_ev": 0.753,
  "homo_energy_ev": -9.9,
  "spin_multiplicity": 1
}

=====

(5)
{
  "formula": "C4H10NOS",
  "method": "ωB97M-V/def2-TZVPD",
  "symbols": ["O", "C", "C", "C", "C", "S", "N", "H", "H", "H", "H", "H", "H", "H", "H", "H", "H"],
  "coordinates": [[0.594, -1.005, -2.721], [0.376, -0.298, -1.781], [0.048, -0.901, -0.424], [0.525, -0.311, 0.875], [0.373, 1.214, 0.988], [-1.258, 1.754, 1.550], [0.507, -2.371, -0.540], [0.338, 0.796, -1.809], [-1.037, -1.046, -0.470], [0.006, -0.735, 1.722], [1.595, -0.508, 0.947], [0.516, 1.698, 0.024], [1.115, 1.534, 1.711], [-1.136, 1.363, 2.815], [0.833, -2.468, -1.518], [-0.216, -3.079, -0.426], [1.292, -2.557, 0.083]],
  "atomic_forces_ev_per_a": [[0.2504, -0.0667, -0.2144], [0.0786, 0.4866, 0.5701], [-0.9357, -2.0081, -0.1643], [0.4514, 0.8934, -0.3491], [-0.2590, -0.3639, 0.2335], [-0.3178, 0.1274, -0.4148], [0.3928, 0.3853, -0.4050], [-0.0301, 0.0625, -0.4158], [-0.1489, 0.6882, 0.2596], [-0.0240, -0.4869, 0.1450], [0.1717, -0.2136, 0.1522], [0.2896, 0.2293, 0.2334], [0.1151, 0.3669, -0.2318], [0.0856, -0.1116, 0.2480], [0.0426, 0.0302, -0.1251], [-0.1106, 0.1303, 0.3630], [-0.0516, -0.1492, 0.1154]],
  "smiles": "[NH3+][C@H](C=O)CCS",
  "total_charge": 1,
  "mol_weight_da": 120.20,
  "relative_energy_kj_mol": 144.3,
  "lumo_ev": -4.058,
  "homo_energy_ev": -12.8,
  "spin_multiplicity": 1
}

=====

(6)
{
  "formula": "C25H48NO8P",
  "method": "ωB97M-V/def2-TZVPD",
  "symbols": ["C", "C", "C", "C", "P", "O", "C", "C", "C", "O", "C", "C", "C", "O", "N", "H", "H", "H", "H", "H", "H", "H", "H", "H", "H", "H", "H", "H", "H", "H", "H", "H", "H", "C", "C", "O", "C", "H", "H", "H", "H", "H", "H", "C", "C", "O", "C", "H", "H", "H", "H", "H", "H", "C", "C", "O", "C", "H", "H", "H", "H", "H", "H", "C", "C", "O", "C", "H", "H", "H", "H", "H", "H", "C", "C", "O", "C", "H", "H", "H", "H", "H", "H"],
  "coordinates": [[4.659, 0.445, -0.762], [4.400, 1.725, -0.339], [3.191, 2.514, -0.805], [1.827, 1.794, -0.650], [1.291, 1.126, -2.309], [-0.111, 1.427, -2.665], [0.717, 2.824, -0.234], [-0.102, 2.237, 0.922], [-1.247, 1.248, 0.620], [-2.022, 1.648, -0.490], [-2.555, 0.497, -1.133], [-3.717, 0.853, -2.043], [1.002, 1.315, 1.500], [1.221, 1.057, 2.623], [1.666, 0.803, 0.378], [5.476, 0.206, -1.430], [4.015, -0.361, -0.419], [5.054, 2.197, 0.391], [3.388, 2.730, -1.854], [3.211, 3.484, -0.311], [1.405, -0.285, -2.218], [2.090, 1.622, -3.372], [1.286, 3.614, 0.271], [0.209, 3.378, -1.017], [-0.371, 2.974, 1.672], [-0.805, 0.276, 0.385], [-1.844, 1.138, 1.530], [-2.899, -0.237, -0.398], [-1.757, 0.022, -1.713], [-3.610, 1.819, -2.529], [-4.662, 0.758, -1.517], [-3.750, 0.094, -2.827], [2.484, 0.284, 0.682], [-1.423, -1.244, 3.680], [-2.924, -1.350, 3.700], [-3.601, -0.952, 2.777], [-3.551, -1.975, 4.922], [-1.108, -0.780, 2.748], [-1.077, -0.628, 4.512], [-0.979, -2.239, 3.744], [-3.299, -1.393, 5.810], [-3.194, -2.999, 5.040], [-4.634, -1.989, 4.806], [1.691, -4.542, 2.319], [0.375, -5.172, 2.689], [-0.594, -4.487, 2.934], [0.316, -6.678, 2.737], [1.580, -3.459, 2.324], [2.462, -4.820, 3.040], [1.984, -4.861, 1.318], [1.022, -7.056, 3.478], [0.558, -7.091, 1.756], [-0.689, -6.992, 3.014], [-0.471, -5.277, -1.812], [0.761, -4.413, -1.708], [1.706, -4.740, -1.024], [0.759, -3.125, -2.490], [-0.340, -6.169, -1.203], [-1.343, -4.728, -1.452], [-0.630, -5.578, -2.849], [-0.063, -2.489, -2.155], [0.658, -3.332, -3.556], [1.700, -2.604, -2.319], [-4.213, 1.592, -6.530], [-3.126, 0.701, -5.975], [-3.311, -0.482, -5.799], [-1.805, 1.352, -5.651], [-5.106, 0.999, -6.718], [-4.454, 2.377, -5.812], [-3.884, 2.042, -7.468], [-1.944, 2.125, -4.894], [-1.374, 1.790, -6.554], [-1.121, 0.603, -5.260], [1.971, 4.646, 4.195], [2.870, 5.067, 3.060], [3.484, 4.251, 2.408], [2.971, 6.545, 2.771], [1.992, 3.561, 4.290], [2.318, 5.090, 5.130], [0.946, 4.963, 3.997], [3.360, 7.070, 3.644], [1.988, 6.942, 2.512], [3.648, 6.705, 1.934]],
  "atomic_forces_ev_per_a": [[-0.4452, 0.2304, 0.2547], [-0.2484, -0.2687, -0.1302], [-0.0218, -0.7456, 1.9208], [-1.0469, 0.8117, -1.3114], [-1.1012, -0.5532, -0.0719], [-0.4715, 0.3175, -0.1820], [0.4466, 1.3527, 0.7614], [0.7392, -1.2548, -0.1733], [0.1887, 0.5272, -0.4345], [-0.2702, -0.0671, 0.5781], [-0.1378, -0.0254, -0.2877], [0.1023, -0.6834, -0.1222], [-1.4019, 1.3697, -2.6228], [0.5462, -0.9322, 2.4467], [1.2332, -0.4252, 1.0508], [1.3157, -0.4694, 1.5548], [-1.0595, -0.0562, -1.8214], [1.0839, 1.0039, -1.4899], [0.0120, -0.0925, -0.1214], [-0.2563, -0.0314, 0.2677], [0.7875, 0.2190, 0.0117], [0.6440, -0.2857, 0.5407], [0.0354, 0.0011, -0.0428], [-0.3816, -0.6782, -0.3260], [-0.1297, 0.1773, -0.1209], [0.0413, -0.1131, 0.0786], [-0.2005, -0.0814, -0.0844], [-0.0251, 0.0837, 0.1801], [0.0750, 0.1245, -0.0033], [0.0587, 0.1549, 0.1468], [-0.1252, 0.4447, 0.0941], [-0.0265, 0.0324, -0.1486], [0.0362, 0.0152, -0.3210], [-0.0263, 0.0938, -0.1739], [0.0092, 0.0384, -0.1254], [0.0025, -0.0083, 0.0391], [-0.2581, 0.0313, -0.1315], [0.0128, -0.0081, 0.0316], [0.0483, -0.1131, 0.0549], [0.0137, 0.0188, 0.1187], [0.1188, -0.1204, 0.0407], [0.1187, 0.0577, 0.1101], [0.0175, 0.0122, -0.0153], [-0.0571, 0.1848, 0.0216], [0.0142, 0.1983, 0.0082], [-0.0974, -0.1442, 0.0332], [-0.3117, 0.0552, 0.0629], [-0.0070, -0.0163, 0.0071], [0.0443, -0.1222, -0.1029], [0.1243, -0.0908, 0.0603], [0.1117, -0.0423, -0.1331], [0.1745, -0.0265, 0.0576], [0.0111, 0.0233, -0.0001], [0.1507, -0.1493, 0.1891], [0.0290, -0.0885, 0.0666], [-0.0587, 0.0351, -0.0459], [0.2837, 0.0477, 0.1507], [0.0134, 0.0166, -0.0084], [-0.0464, 0.0270, -0.1656], [-0.1315, 0.1216, -0.0115], [-0.0961, -0.0417, -0.1741], [-0.1941, 0.0601, 0.0135], [0.0045, -0.0383, 0.0021], [-0.1542, -0.2422, 0.0099], [0.0435, -0.0925, 0.0237], [-0.0132, 0.0504, -0.0140], [0.0192, -0.2700, 0.0157], [0.0235, -0.0068, 0.0112], [0.0936, 0.1092, -0.0917], [0.0289, 0.1505, 0.0858], [0.0703, 0.0795, -0.0738], [-0.0736, 0.1611, 0.0491], [-0.0203, 0.0354, 0.0630], [0.1063, -0.2885, -0.0840], [-0.0090, -0.0833, 0.0287], [-0.0103, 0.0102, -0.1389], [0.1809, -0.1084, -0.2161], [-0.0055, 0.0098, -0.0387], [-0.1338, 0.1281, -0.0138], [0.0196, 0.1345, 0.1187], [-0.1643, 0.0565, 0.0346], [-0.0117, 0.0696, 0.1651], [-0.0048, -0.0176, 0.0139]],
  "smiles": "C=CC[C@]1([PH2]=O)C[C@@H](COCC)C(=O)N1.CC(C)=O.CC(C)=O.CC(C)=O.CC(C)=O.CC(C)=O",
  "mol_weight_da": 521.63,
  "lumo_ev": -0.324,
  "homo_energy_ev": -8.2,
  "spin_multiplicity": 1
}